Entry 1:
92
Properties=species:S:1:pos:R:3:forces:R:3 method="wB97M-V/def2-TZVPD" spin_multiplicity=1 homo_lumo_gap_ev=10.10
C -4.61969 1.29015 -3.34116 -0.8453 1.1300 -0.2773
C -3.43836 0.35859 -3.45531 0.9163 -0.4627 0.6319
O -2.43920 0.90487 -4.32368 -0.7561 2.1663 0.4809
S -2.78669 2.49652 -4.46578 1.9440 0.2845 3.0206
O -2.38022 2.86199 -5.75182 -0.2580 0.5387 -1.4499
O -2.21000 3.21280 -3.32219 -1.3543 -1.3992 -1.7067
O -4.37498 2.41411 -4.30093 0.5513 -1.3921 0.3651
H -4.75988 1.75579 -2.34714 0.3395 -0.3223 -0.5277
H -5.53599 0.75715 -3.61810 0.1196 0.5343 -0.1843
H -3.59581 -0.55388 -3.94926 -1.0911 -1.3377 -0.3226
H -3.08244 0.11908 -2.45774 0.4583 0.2126 0.0453
C 0.28835 -1.94409 3.77504 1.3663 -0.2746 -0.5139
C 0.34684 -0.57732 3.14885 -1.8993 0.4009 0.2312
O -1.02717 -0.50538 2.54846 0.2766 -0.0732 -0.5613
S -2.03595 -0.99359 3.61714 0.4062 0.7498 4.1240
O -3.07280 -1.80705 3.10758 -0.2514 -0.0749 -0.7228
O -2.40399 0.07162 4.54908 0.8418 -1.7759 -1.7411
O -0.93744 -2.00327 4.43854 -2.1319 1.0735 -1.0006
H 1.04298 -1.97720 4.51974 0.8288 -0.2909 0.6981
H 0.45484 -2.79320 3.08141 -0.3475 0.4458 0.0853
H 1.04019 -0.30453 2.37513 0.2687 -0.2620 -0.3712
H 0.27754 0.17633 3.93135 0.5994 0.1179 0.0779
C -2.47836 -3.63284 1.02153 1.7943 -1.1548 1.2748
C -2.45752 -4.64222 -0.12184 0.3335 0.7939 0.2926
O -3.66063 -4.19883 -0.85652 0.7747 -0.6767 0.0833
S -3.31300 -2.68450 -1.02316 -1.3465 1.6630 -1.5644
O -4.51041 -1.90685 -1.19355 0.7561 -0.6505 -0.3674
O -2.21836 -2.58273 -1.92756 -0.1533 0.4194 -0.4854
O -2.79523 -2.38227 0.39720 0.6347 0.1090 0.9927
H -1.46569 -3.63859 1.55263 -1.4722 0.4303 -0.7770
H -3.27663 -3.80160 1.73521 0.0823 -0.3099 0.1046
H -2.47735 -5.66488 0.13544 -0.8184 -1.0160 0.5332
H -1.53209 -4.55006 -0.70505 -0.5403 0.3673 -0.3114
C -4.46303 0.78478 0.76620 -0.2492 -0.5165 -0.7594
C -4.55897 1.25147 2.23492 0.6305 0.1049 -0.0279
O -3.31713 2.04206 2.47679 -0.5171 -1.4503 1.0377
S -2.63963 2.27066 1.08971 0.4482 0.8904 -0.3090
O -1.21520 2.26195 1.12199 -0.6687 0.3673 0.3257
O -3.40974 3.34200 0.53041 0.7863 -0.3231 -0.6536
O -3.05693 0.87700 0.48652 -0.1299 0.0292 -0.7500
H -5.00269 1.41454 -0.01784 0.4113 -0.7930 1.4183
H -4.68543 -0.27844 0.66523 -0.2773 0.2489 -0.1021
H -4.67993 0.43171 2.98090 0.6240 0.7237 -0.5980
H -5.34298 1.95159 2.31784 -1.0331 0.6851 0.3530
C 3.08640 -4.04149 1.10547 0.6564 1.0427 1.1334
C 2.12519 -3.07900 0.34351 1.5459 0.2109 -0.5161
O 0.93188 -3.81750 0.10960 -0.3704 0.2034 1.0241
S 1.11503 -5.33297 0.50359 0.0687 -2.0955 0.3065
O 1.41758 -6.06438 -0.67550 0.2619 0.1908 -0.0845
O 0.02193 -5.78228 1.29911 0.0119 0.5550 0.0582
O 2.43118 -5.26115 1.45883 -1.6742 0.9955 -1.2311
H 3.53662 -3.63941 2.02167 -0.6535 0.1466 -0.0179
H 3.93355 -4.22668 0.51072 0.9263 -0.6584 -1.0926
H 2.55265 -2.86927 -0.66027 -0.1765 0.0659 0.6864
H 1.98177 -2.11874 0.86639 -0.4607 -0.5836 -0.1659
C 3.74570 1.01937 1.95630 -1.2646 -0.3582 -1.7151
C 5.01680 1.35519 2.64081 0.9149 -0.0235 -0.2623
O 5.02217 0.41204 3.72588 -0.1405 -0.9686 0.0198
S 4.43676 -1.02774 3.23094 -0.3506 2.2817 -0.2269
O 3.47386 -1.52476 4.14691 -0.6299 0.5565 0.0137
O 5.50354 -1.87338 2.92267 1.3431 -1.0764 -0.9508
O 3.76367 -0.43805 1.86211 0.4151 -0.6328 1.4188
H 3.62284 1.33841 0.91849 0.3487 0.1876 0.2165
H 2.81770 1.32134 2.46316 0.5208 0.0226 0.2610
H 5.03171 2.33099 3.03975 -0.4758 1.0819 0.9122
H 5.95708 1.37960 2.03381 -0.8054 -1.0080 0.2022
C 3.53082 4.77090 -2.94050 -0.5416 0.9274 0.5276
C 1.96915 4.98878 -2.86042 1.6218 -0.6848 0.1690
C 1.67608 4.84682 -1.35569 0.9235 -1.4118 -1.0439
O 2.80291 4.04917 -0.78006 -0.6510 0.7830 -0.8606
C 3.75838 3.78068 -1.82324 0.3380 -0.9923 0.2414
H 4.11987 5.66430 -2.80826 -0.0789 0.6578 0.4481
H 3.88456 4.40823 -3.88563 -0.1722 -0.5296 -0.6015
H 1.59666 4.10414 -3.37337 -0.6113 0.2376 -0.2013
H 1.60519 5.92193 -3.31063 0.1103 -0.4173 0.1429
H 0.72535 4.32344 -1.23022 0.2212 -0.0347 0.4084
H 1.65199 5.80336 -0.90276 0.0325 0.8432 0.8010
H 3.53119 2.77972 -2.27237 0.3444 0.3973 0.5048
H 4.80952 3.74334 -1.37335 -1.4420 0.2157 -0.5972
C -0.28432 0.30761 -1.65957 0.4035 1.7435 -2.0104
C 1.12949 0.55479 -2.37986 -1.1826 -1.2676 0.5868
C 2.06228 0.64502 -1.18413 2.2462 -1.0778 -0.6372
O 1.33540 0.33843 -0.03748 -0.5768 -1.2256 0.8876
C 0.20122 -0.45267 -0.45217 0.0646 1.4043 -0.9195
H -0.99878 -0.19307 -2.30783 0.4028 -0.6509 -0.0200
H -0.79996 1.30567 -1.54171 0.7912 -0.9160 0.8352
H 1.23616 1.40190 -3.02454 -0.3984 0.5554 -0.3903
H 1.36335 -0.35536 -2.95503 -0.0576 0.3794 0.0327
H 2.53123 1.61998 -1.03459 -0.2202 -0.0781 -0.0509
H 2.91692 -0.13817 -1.32952 -1.0486 1.1735 0.3169
H -0.49381 -0.41924 0.33195 -0.8856 -0.2195 1.1539
H 0.42031 -1.48325 -0.75922 0.3035 0.1215 0.1950

=====

Entry 2:
58
Properties=species:S:1:pos:R:3:forces:R:3 method="wB97M-V/def2-TZVPD" smiles="COc1ccc(OC)c(CNC(=O)c2cc(=O)[nH]c3ccc(S(=O)(=O)N4CCCC4)cc23)c1" spin_multiplicity=1 homo_lumo_gap_ev=8.00
C 0.76775 -2.64550 -3.54541 -0.1581 -0.2257 0.0721
O 1.49465 -1.43402 -3.54843 0.1981 0.1880 0.0068
C 0.88828 -0.31754 -3.07726 0.1013 0.3431 0.0313
C 1.68447 0.82370 -3.00252 -0.1515 -0.3514 -0.0765
C 1.17902 2.01519 -2.51946 -0.1271 0.2151 0.0913
C -0.14815 2.10002 -2.12018 -0.0450 -0.2281 -0.0681
O -0.73534 3.22441 -1.59266 -0.1794 -0.3947 -0.0495
C 0.00510 4.41956 -1.58247 0.1094 0.2347 0.0460
C -0.97460 0.97689 -2.24817 0.0110 0.3612 0.0596
C -2.43045 1.10485 -1.88323 -0.0570 0.0260 -0.1784
N -2.59806 1.08343 -0.44248 0.1589 0.2816 -0.1153
C -3.46357 0.26144 0.18002 0.0391 0.3707 0.2618
O -4.25922 -0.45363 -0.38761 -0.2118 -0.2686 -0.0745
C -3.31313 0.27309 1.68109 -0.4356 0.0004 0.2607
C -4.23167 0.83320 2.49442 0.1371 -0.0626 -0.4872
C -4.10205 0.80343 3.94340 0.2263 -0.0729 0.1578
O -4.87093 1.30519 4.73550 -0.2245 0.1120 0.0421
N -2.97386 0.13602 4.40255 -0.0286 -0.0155 0.3775
C -2.02842 -0.46434 3.62673 0.2666 -0.1317 -0.6498
C -0.93431 -1.13005 4.19723 0.0731 -0.0618 -0.0860
C 0.00811 -1.72613 3.39021 -0.1104 0.0491 0.1732
C -0.13671 -1.66795 2.00905 0.3474 -0.1872 -0.6210
S 1.10139 -2.40098 0.95187 0.0684 0.4363 0.5117
O 0.62493 -2.33519 -0.40569 -0.0689 0.1830 0.0732
O 1.49758 -3.67898 1.45989 0.1095 -0.0703 0.2439
N 2.36562 -1.33606 1.23022 -0.8475 -0.7878 0.0361
C 3.68013 -1.83215 0.82830 0.5302 -0.4194 -0.1418
C 4.05432 -1.00749 -0.40044 -0.0283 0.0444 0.1849
C 3.47724 0.35667 -0.03008 -0.0392 -0.1678 0.0417
C 2.15121 -0.01989 0.63496 -0.3736 0.8270 -0.0871
C -1.19922 -1.02613 1.42600 -0.0664 -0.0721 0.0879
C -2.16537 -0.40554 2.22351 0.2999 -0.1530 0.4235
C -0.44927 -0.22278 -2.70031 0.1503 -0.0904 -0.0872
H 0.44780 -2.89994 -2.53198 -0.0062 -0.0197 -0.1636
H -0.09678 -2.59258 -4.21445 0.0257 0.0030 -0.0044
H 1.46047 -3.40068 -3.91302 -0.0891 0.0121 0.0137
H 2.70970 0.75654 -3.33140 0.1358 -0.0179 -0.0249
H 1.83021 2.87315 -2.46359 0.0514 0.0997 0.0159
H 0.87962 4.34710 -0.92696 -0.0240 -0.0010 -0.0422
H 0.32813 4.70194 -2.58908 -0.0005 -0.0270 0.0270
H -0.67050 5.18097 -1.19511 0.0990 -0.0090 -0.0291
H -3.01547 0.27295 -2.27972 0.0787 0.1332 -0.0101
H -2.82205 2.04768 -2.28109 -0.0313 -0.2001 -0.0119
H -1.99454 1.69331 0.08572 -0.0744 -0.0589 0.1417
H -5.10708 1.32742 2.10295 -0.0785 0.0360 -0.0182
H -2.87818 0.08756 5.41082 -0.1017 0.0750 -0.1747
H -0.84437 -1.17252 5.27252 0.0334 -0.0207 0.1114
H 0.85550 -2.25123 3.79956 0.0959 -0.0335 0.1766
H 4.38082 -1.65031 1.65036 -0.0134 -0.0918 -0.1002
H 3.61648 -2.90372 0.64710 0.2238 0.0019 0.0394
H 3.54686 -1.39864 -1.28282 -0.0021 -0.0457 -0.0763
H 5.12709 -0.98565 -0.57865 0.0373 -0.0343 -0.0479
H 4.12944 0.85558 0.68810 0.0312 0.0570 -0.0062
H 3.32536 1.00483 -0.88885 0.0069 0.0713 0.0566
H 1.85036 0.68682 1.41335 -0.0077 0.0352 -0.1271
H 1.35384 -0.08673 -0.11268 0.0640 0.2023 -0.0467
H -1.27810 -1.02709 0.35076 -0.0367 0.0583 -0.1422
H -1.10012 -1.07955 -2.76039 -0.0913 -0.1374 -0.0177

=====

Entry 3:
17
Properties=species:S:1:pos:R:3:forces:R:3 method="wB97M-V/def2-TZVPD" total_charge=+1 smiles="CC[C@H]([NH3+])C(=O)O" spin_multiplicity=1 homo_lumo_gap_ev=11.59
C 2.21265 -0.25838 -0.09477 0.4221 -0.1468 -0.8399
C 0.95316 0.58351 0.12680 1.1589 -0.4182 1.3132
C -0.29393 -0.24765 0.30667 -1.1918 0.4852 -0.4472
N -0.83895 -0.63804 -1.06463 -0.1894 0.5146 -0.1837
C -1.42130 0.51220 1.06272 0.6856 -0.0410 0.0154
O -1.18956 1.10621 2.06457 -0.3249 0.0376 -0.1888
O -2.60188 0.34699 0.44577 -0.1336 0.0251 -0.4394
H 2.01528 -1.02399 -0.84172 0.1202 -0.2267 -0.2684
H 2.66770 -0.78499 0.74961 -0.6352 0.2882 0.2707
H 3.01912 0.35439 -0.50655 -0.1884 0.0345 0.0179
H 1.13011 1.14858 1.04789 -0.4201 0.1202 -0.1871
H 0.82650 1.29772 -0.68485 -0.1377 0.0892 -0.0571
H -0.20792 -1.19383 0.82564 0.6062 -0.1558 0.2495
H -1.73921 -1.09862 -0.93047 -0.0660 -0.1131 -0.2712
H -0.21623 -1.20774 -1.62729 0.3295 -0.4992 0.2404
H -0.99731 0.19005 -1.65117 -0.1926 0.0177 0.3373
H -3.31824 0.91360 0.77179 0.1572 -0.0114 0.4385

=====

Entry 4:
9
Properties=species:S:1:pos:R:3:forces:R:3 method="wB97M-V/def2-TZVPD" s2=2.026 spin_multiplicity=3 homo_lumo_gap_ev="7.22 / 6.19"
C 0.07460 -1.24925 -0.27392 -2.1067 4.9323 1.2756
C -1.15317 -0.28691 0.07533 2.7625 -1.5864 -0.6890
N 1.19437 -0.64931 -0.36397 0.4853 -1.0389 -0.2758
N 1.11214 0.65314 -0.07582 3.0509 2.1376 -1.6226
O -2.33410 -0.59102 0.24563 -0.8887 -0.2703 -0.0075
P -0.47363 1.38758 -0.14547 0.4646 0.3450 1.0479
H -0.12918 -2.23093 -0.27205 -0.4010 -3.3731 -0.3916
H 2.00884 1.19677 -0.44625 -2.7895 -1.4561 1.1223
H -0.29986 1.76993 1.25652 -0.5775 0.3099 -0.4593